The molecule C3H6FIO2 in a non-equilibrium geometry. Source: OMol25; level of theory: ωB97M-V/def2-TZVPD.

As for the max |F|: 0.09224 Eh/bohr. For the HOMO energy, the calculation gives -9.34 eV. Its SMILES is C[C@](F)(I)C(O)O. The calculation puts the frontier orbital gap at 9.84 eV.

Structure (ORCA input):
```
! wB97M-V def2-TZVPD RIJCOSX def2/J DEFGRID3
* xyz 0 1
C -0.0433 -0.9808 0.0883
H 1.8458 -1.3935 -0.9858
I -1.2780 -2.2196 -1.2389
H 2.0261 -0.5732 0.4431
H -0.7953 0.9847 -0.8503
H -0.7794 1.1938 1.9315
H -2.9817 0.3458 -0.0697
O -0.5986 1.5597 0.9566
C 1.3533 -0.7017 -0.3368
F -0.1136 -1.6989 1.2128
O -2.3461 0.1787 0.6167
C -1.0555 0.5500 0.1854
H 1.5391 0.1988 -0.8179
*
```

A cluster of 2 separate species, C3H6FN in total in a non-equilibrium geometry. Source: OMol25; level of theory: ωB97M-V/def2-TZVPD.

As for the max |F|: 0.02029 Eh/bohr. For the HOMO energy, the calculation gives -11.16 eV. The calculation puts the frontier orbital gap at 12.14 eV.

Structure (ORCA input):
```
! wB97M-V def2-TZVPD RIJCOSX def2/J DEFGRID3
* xyz 0 1
H 2.7427 -0.9552 -0.6221
C -0.9853 -1.5698 -0.0980
H 2.7136 -0.1060 0.9637
H -1.1381 1.4778 -0.4971
H -2.8052 0.8733 -0.7023
H -2.1386 1.1105 0.9327
C -1.9042 0.8144 -0.0916
N -1.4160 -0.4917 -0.0973
F 1.4556 0.5556 -0.4275
C 2.1141 -0.5014 0.1434
H 1.3613 -1.2077 0.4961
*
```

The molecule C3H6FN in a non-equilibrium geometry. Source: OMol25; level of theory: ωB97M-V/def2-TZVPD.

As for the max |F|: 0.05072 Eh/bohr. For the HOMO energy, the calculation gives -8.35 eV. Its SMILES is N[C@@H]1C[C@@H]1F. The calculation puts the frontier orbital gap at 9.48 eV.

Structure (ORCA input):
```
! wB97M-V def2-TZVPD RIJCOSX def2/J DEFGRID3
* xyz 0 1
C -0.7281 -0.1044 -0.4665
C 0.5502 -0.2438 -1.2791
H 0.5301 -1.0082 -2.0103
H 0.7070 -0.6929 2.2917
H 1.0252 0.6986 -1.4497
F -0.9963 1.1882 -0.0426
H 1.1386 0.7738 1.5314
H 0.3504 -1.8759 0.3226
C 0.4270 -0.7792 0.1632
N 0.7749 -0.1765 1.4217
H -1.7034 -0.5898 -0.7593
*
```

The molecule C3H6FN3S in a non-equilibrium geometry. Source: OMol25; level of theory: ωB97M-V/def2-TZVPD.

As for the max |F|: 0.13164 Eh/bohr. For the HOMO energy, the calculation gives -8.40 eV. Its SMILES is [H]/N=C/N(N)C(=S)CF. The calculation puts the frontier orbital gap at 8.50 eV.

Structure (ORCA input):
```
! wB97M-V def2-TZVPD RIJCOSX def2/J DEFGRID3
* xyz 0 1
H 2.1917 -0.4406 -0.0726
C -1.1150 -0.1741 0.0663
C -1.2905 1.4150 0.1036
H 0.3094 -2.4479 0.8804
H 0.7339 -2.3701 -0.9140
N 0.2145 -0.6399 -0.2293
H -1.1452 1.4419 1.2990
N 1.4548 1.3860 0.1376
H 2.5730 1.4980 -0.2297
S -2.2676 -1.2039 0.0538
C 1.2643 0.0929 -0.1039
N 0.2597 -2.0370 -0.1392
H -0.5167 1.9392 -0.5404
F -2.6663 1.5405 -0.3116
*
```

A cluster of 2 separate species, C3H6FNO in total in a non-equilibrium geometry. Source: OMol25; level of theory: ωB97M-V/def2-TZVPD.

As for the max |F|: 0.08298 Eh/bohr. For the HOMO energy, the calculation gives -8.33 eV. The calculation puts the frontier orbital gap at 8.52 eV.

Structure (ORCA input):
```
! wB97M-V def2-TZVPD RIJCOSX def2/J DEFGRID3
* xyz 0 1
H -1.3032 -1.3587 -0.1420
H 2.4223 0.8782 1.1959
H 0.1351 -0.8636 0.7217
N 0.8431 1.3167 -0.6492
H -1.5180 0.0016 0.9074
C -0.3223 0.4797 -0.8356
C 2.4774 0.1961 0.2544
H -1.2184 1.0913 -1.0518
H -0.2410 -0.0005 -1.7744
O 2.9069 -0.7612 -0.2223
F 0.6585 2.2127 0.4013
C -0.7548 -0.4838 0.2807
*
```

A structure of composition C3H6FNO in a non-equilibrium geometry. Source: OMol25; level of theory: ωB97M-V/def2-TZVPD.

As for the max |F|: 0.12702 Eh/bohr. For the HOMO energy, the calculation gives -8.92 eV. The calculation puts the frontier orbital gap at 9.55 eV.

Structure (ORCA input):
```
! wB97M-V def2-TZVPD RIJCOSX def2/J DEFGRID3
* xyz 0 1
H 0.4027 -1.3297 1.1274
H -2.2870 -0.9634 0.2943
H -2.2808 1.0896 0.2313
H -0.0654 1.2507 1.0069
C -0.4676 -0.1533 -0.6303
C 0.3395 0.8657 0.1357
F 1.4330 1.5095 -0.3290
H 2.6036 -0.3772 0.3205
C 0.6398 -0.6797 0.2538
H -0.3239 -0.1612 -1.6949
O 1.8449 -1.0543 -0.4123
N -1.8389 0.0035 -0.3036
*
```

A cluster of 2 separate species, C3H6FNO2 in total in a non-equilibrium geometry. Source: OMol25; level of theory: ωB97M-V/def2-TZVPD.

As for the max |F|: 0.06402 Eh/bohr. For the HOMO energy, the calculation gives -7.79 eV. The calculation puts the frontier orbital gap at 8.19 eV.

Structure (ORCA input):
```
! wB97M-V def2-TZVPD RIJCOSX def2/J DEFGRID3
* xyz 0 1
C 0.9263 0.9784 0.2047
H 0.1918 -2.1467 -0.3530
O -2.4193 1.1820 1.5049
H 0.2584 1.3013 -0.6466
O -2.3331 -0.0852 -0.4133
H 0.8282 1.6998 1.0198
N 0.3548 -1.1888 -0.7342
C 0.3657 -0.4063 0.5931
H -0.5082 -0.7911 -1.2888
C -2.2705 0.5575 0.5532
F 2.3259 1.0037 -0.2457
H 1.1692 -1.2382 -1.3784
H 1.1106 -0.8665 1.1844
*
```

A cluster of 2 separate species, C3H6FNO3 in total in a non-equilibrium geometry. Source: OMol25; level of theory: ωB97M-V/def2-TZVPD.

As for the max |F|: 0.12946 Eh/bohr. For the HOMO energy (spin up / spin down), the calculation gives -11.33 / -11.33 eV. The calculation puts the frontier orbital gap (spin up / spin down) at 8.42 / 8.42 eV.

Structure (ORCA input):
```
! wB97M-V def2-TZVPD RIJCOSX def2/J DEFGRID3
* xyz 0 1
H -1.7992 0.5000 0.9390
C -0.7028 0.8265 0.7790
O -1.2046 2.4205 -1.4242
H 1.1526 0.3847 1.4911
O -0.3909 0.9642 -2.7779
O 0.2396 0.2060 1.6817
H -1.0162 1.9656 0.9829
H 0.8741 -0.7418 -1.9459
C 0.3645 -0.7832 -0.8510
N -0.5918 1.4024 -1.6668
H -0.4143 -1.4152 -0.9888
F 1.7157 1.5278 -0.2796
C -0.2607 0.5372 -0.5773
H 0.9651 -1.1695 -0.1396
*
```

A cluster of 2 separate species, C3H6FNS in total in a non-equilibrium geometry. Source: OMol25; level of theory: ωB97M-V/def2-TZVPD.

As for the max |F|: 0.10452 Eh/bohr. For the HOMO energy, the calculation gives -7.97 eV. The calculation puts the frontier orbital gap at 5.87 eV.

Structure (ORCA input):
```
! wB97M-V def2-TZVPD RIJCOSX def2/J DEFGRID3
* xyz 0 1
N 0.0625 0.1051 -0.4402
S -0.6106 1.7688 -2.6240
H 1.2633 -0.5809 0.9990
H -0.0972 -1.9402 0.0325
H 0.9638 1.2841 1.0474
C -0.3396 0.8702 -1.4046
H -1.0653 -0.7186 1.0200
F -1.3025 0.7167 2.1618
H -1.4252 -1.3377 -0.8873
H 2.0241 0.5285 -0.2244
C 1.2505 0.3868 0.3980
C -0.7238 -1.0828 -0.0782
*
```

A structure of composition C3H6FeO3 in a non-equilibrium geometry. Source: OMol25; level of theory: ωB97M-V/def2-TZVPD.

As for the max |F|: 0.10738 Eh/bohr. For the HOMO energy (spin up / spin down), the calculation gives -18.75 / -20.99 eV. The calculation puts the frontier orbital gap (spin up / spin down) at 9.31 / 5.32 eV. Its expectation value of S² is 12.01.

Structure (ORCA input):
```
! wB97M-V def2-TZVPD RIJCOSX def2/J DEFGRID3
* xyz 2 7
H 0.4051 2.4866 0.7047
O 0.6733 -0.0833 0.9170
H 0.4080 2.0586 -1.0215
H -0.4779 -2.5990 0.8365
H 0.7639 -2.2944 -0.3861
O -0.7258 -0.9642 -0.5167
O -1.0128 1.0945 0.0549
C -0.3126 -2.3027 -0.2046
C -0.4021 -0.0215 0.3270
C -0.2316 2.2753 -0.1626
Fe 2.6442 0.2274 0.6920
H -0.8933 3.1224 -0.3747
H -0.8383 -2.9997 -0.8660
*
```

The molecule C3H6IN in a non-equilibrium geometry. Source: OMol25; level of theory: ωB97M-V/def2-TZVPD.

As for the max |F|: 0.07023 Eh/bohr. For the HOMO energy, the calculation gives -8.83 eV. Its SMILES is INC1CC1. The calculation puts the frontier orbital gap at 8.74 eV.

Structure (ORCA input):
```
! wB97M-V def2-TZVPD RIJCOSX def2/J DEFGRID3
* xyz 0 1
C 0.2480 -0.1965 -1.0353
I 1.5530 -2.0873 1.3484
H 0.6334 1.8647 -0.0997
H -1.0313 1.7464 -0.8573
H -0.5641 -0.6300 2.1966
C -0.1794 1.1883 -0.5019
N 0.2384 -0.4612 1.5614
C -0.5166 -0.1413 0.1541
H -0.0466 -0.6864 -1.9974
H 1.2881 -0.2038 -0.8217
H -1.6229 -0.3928 0.0528
*
```

The ion C3H6IN2 with charge +1 in a non-equilibrium geometry. Source: OMol25; level of theory: ωB97M-V/def2-TZVPD.

As for the max |F|: 0.09310 Eh/bohr. For the HOMO energy (spin up / spin down), the calculation gives -12.72 / -12.71 eV. Its SMILES is N/C(C=[NH2+])=C/I. The calculation puts the frontier orbital gap (spin up / spin down) at 6.89 / 6.85 eV.

Structure (ORCA input):
```
! wB97M-V def2-TZVPD RIJCOSX def2/J DEFGRID3
* xyz 1 1
N -0.8215 -1.1332 0.0094
C 0.0493 1.0577 -0.1177
H -1.6540 0.7673 0.6545
H -0.6011 -2.0360 0.3529
H 1.5363 -1.9047 0.1671
H 0.8652 1.5379 -0.5934
N -1.1652 1.4645 0.1096
C 0.2725 -0.3311 -0.0391
H -1.7860 -0.8847 -0.1285
C 1.5804 -0.9161 -0.1199
H -1.6434 2.2514 -0.2687
I 3.3675 0.1268 -0.0260
*
```

The ion C3H6IN2 with charge +1 in a non-equilibrium geometry. Source: OMol25; level of theory: ωB97M-V/def2-TZVPD.

As for the max |F|: 0.09815 Eh/bohr. For the HOMO energy, the calculation gives -13.83 eV. Its SMILES is [H]/N=C\C/[NH+]=C/I. The calculation puts the frontier orbital gap at 8.33 eV.

Structure (ORCA input):
```
! wB97M-V def2-TZVPD RIJCOSX def2/J DEFGRID3
* xyz 1 1
I 1.9544 0.2215 -3.4057
H 1.5283 1.2128 -0.8030
N -2.0857 -0.0047 -0.2213
H -2.0543 -0.6454 -1.0328
N 0.9618 0.2791 -0.7245
H 0.3883 -1.4571 -1.6906
H -1.4111 1.1371 1.1513
C 0.8663 -0.4675 -1.7766
C -1.1072 0.4065 0.4073
H 0.7651 0.4695 1.3564
H 0.3830 -1.1628 0.4569
C 0.3889 -0.0404 0.5393
*
```

The ion C3H6IN2 with charge +1 in a non-equilibrium geometry. Source: OMol25; level of theory: ωB97M-V/def2-TZVPD.

As for the max |F|: 0.07221 Eh/bohr. For the HOMO energy, the calculation gives -13.42 eV. Its SMILES is N=C=C[C@@H]([NH3+])I. The calculation puts the frontier orbital gap at 9.21 eV.

Structure (ORCA input):
```
! wB97M-V def2-TZVPD RIJCOSX def2/J DEFGRID3
* xyz 1 1
N 0.2080 1.5325 -0.0255
N -1.8229 -1.6591 -0.5092
H 0.2647 -0.8340 1.9168
H 0.3860 -0.2545 -1.1635
C 0.0142 -0.7516 0.8825
C -0.8861 -1.3485 0.1607
I 2.8611 0.1206 -0.0725
H -0.8180 1.6119 -0.0664
H -1.9842 -2.4681 -1.0839
C 0.6220 0.0390 -0.1436
H 0.5287 1.9099 0.8780
H 0.6266 2.1020 -0.7735
*
```

The molecule C3H6IN3 in a non-equilibrium geometry. Source: OMol25; level of theory: ωB97M-V/def2-TZVPD.

As for the max |F|: 0.11825 Eh/bohr. For the HOMO energy, the calculation gives -9.41 eV. Its SMILES is C[C@@H]1N=NN[C@H]1I. The calculation puts the frontier orbital gap at 9.60 eV.

Structure (ORCA input):
```
! wB97M-V def2-TZVPD RIJCOSX def2/J DEFGRID3
* xyz 0 1
N -1.4989 -0.4280 -0.3242
H -1.1213 1.0153 2.0797
C -0.4590 0.4868 0.0515
H -0.8220 1.4425 -0.2697
C -0.2846 0.5705 1.5730
H 0.5138 1.0908 1.9210
N 0.1791 -1.5084 -1.1972
H -0.3130 -0.3263 2.1920
N -1.0713 -1.4395 -0.9199
H 0.6239 -1.7897 -2.0562
H 1.7780 -0.3031 -0.1580
C 0.8634 0.0221 -0.6103
I 1.6120 1.1668 -2.2817
*
```

A structure of composition C3H6KLiO5 in a non-equilibrium geometry. Source: OMol25; level of theory: ωB97M-V/def2-TZVPD.

As for the max |F|: 0.04308 Eh/bohr. For the HOMO energy, the calculation gives -5.84 eV. The calculation puts the frontier orbital gap at 5.46 eV.

Structure (ORCA input):
```
! wB97M-V def2-TZVPD RIJCOSX def2/J DEFGRID3
* xyz 0 1
O -0.4799 -2.8545 -0.6640
Li -1.6243 -0.5431 -0.0856
O -0.1280 -4.2834 -2.3149
C -0.4251 1.6944 1.1933
C -0.6443 -3.1846 -1.9286
H -1.5233 1.9888 -0.4478
O -1.2486 -2.3643 -2.6885
O -1.4091 1.3207 0.2404
H 0.9413 2.5762 -0.2182
H -0.4160 0.9126 1.9650
H 1.1853 0.8345 0.0593
C 0.9518 1.7912 0.5576
H 2.7403 2.2550 1.1981
O 1.8753 2.0879 1.5809
K 0.8985 -4.8789 -0.1170
H -0.6939 2.6474 1.6700
*
```

A structure of composition C3H6LaO3 in a non-equilibrium geometry. Source: OMol25; level of theory: ωB97M-V/def2-TZVPD.

As for the max |F|: 0.10737 Eh/bohr. For the HOMO energy (spin up / spin down), the calculation gives -10.35 / -10.69 eV. The calculation puts the frontier orbital gap (spin up / spin down) at 5.43 / 5.55 eV.

Structure (ORCA input):
```
! wB97M-V def2-TZVPD RIJCOSX def2/J DEFGRID3
* xyz 1 1
H -2.9484 1.9716 1.6081
O -1.5580 -0.7618 1.2295
H -4.2283 0.8710 1.0097
O -2.6066 1.0863 -0.2411
H -2.6328 3.1330 -0.5133
H -1.5648 -0.6858 0.0798
H -2.5908 2.1227 -2.0050
C -2.5201 -0.1096 1.8397
O -2.9331 -0.4262 2.9350
La 1.0608 1.1906 -0.2509
C -3.0048 2.2151 -0.9956
H -4.0976 2.2078 -1.1227
C -3.1395 1.0354 1.0552
*
```

The ion C3H6N with charge +1 in a non-equilibrium geometry. Source: OMol25; level of theory: ωB97M-V/def2-TZVPD.

As for the max |F|: 0.08901 Eh/bohr. For the HOMO energy, the calculation gives -14.89 eV. Its SMILES is C#CC[NH3+]. The calculation puts the frontier orbital gap at 10.49 eV.

Structure (ORCA input):
```
! wB97M-V def2-TZVPD RIJCOSX def2/J DEFGRID3
* xyz 1 1
H -0.3859 1.5135 0.7864
H -2.3034 -0.2906 -0.2574
N -1.2151 -0.4917 0.0201
C 1.1593 0.2317 0.0998
H -0.3423 1.1403 -0.9894
C 2.2887 -0.2221 0.0182
C -0.3144 0.7106 0.0484
H 3.2334 -0.5691 0.1781
H -1.3339 -1.1106 0.9238
H -0.7864 -0.9120 -0.8279
*
```

The ion C3H6N with charge +1 in a non-equilibrium geometry. Source: OMol25; level of theory: ωB97M-V/def2-TZVPD.

As for the max |F|: 0.09805 Eh/bohr. For the HOMO energy, the calculation gives -16.31 eV. Its SMILES is C1[C@@H]2[NH2+][C@H]12. The calculation puts the frontier orbital gap at 12.75 eV.

Structure (ORCA input):
```
! wB97M-V def2-TZVPD RIJCOSX def2/J DEFGRID3
* xyz 1 1
H -0.6475 -0.6571 -1.5302
H 0.5111 -0.7690 1.7206
H -0.5437 1.1343 -1.8091
H 0.3021 -1.5727 0.2481
C 0.7136 0.3775 -0.1157
H -1.2826 0.6254 1.3467
C -0.6477 0.3389 0.4281
N 0.2425 -0.7211 0.7150
H 1.7310 1.0168 0.1176
C -0.3789 0.2270 -1.1211
*
```

The ion C3H6N with charge +1 in a non-equilibrium geometry. Source: OMol25; level of theory: ωB97M-V/def2-TZVPD.

As for the max |F|: 0.25647 Eh/bohr. For the HOMO energy, the calculation gives -14.26 eV. Its SMILES is C#CC[NH3+]. The calculation puts the frontier orbital gap at 9.62 eV.

Structure (ORCA input):
```
! wB97M-V def2-TZVPD RIJCOSX def2/J DEFGRID3
* xyz 1 1
H -0.2186 0.8783 -1.4219
C -1.4660 -2.0323 1.2507
H 1.4173 0.7059 -0.9010
C 0.2159 0.2546 0.6912
H 1.1445 -0.0743 1.3404
C -0.7930 -0.6601 1.1340
N 0.4641 0.3125 -0.8610
H 0.0501 1.2709 0.8335
H -2.4786 -2.2813 1.1074
H 0.1222 -0.5990 -1.1995
*
```

Computed energy relative to the best compared isomer or geometry (same formula, charge and spin) (eV) in order:
1.204; 0.666; 0.888; 2.933; 5.504; 5.598; 2.481; 6.370; 4.371; 0.588; 1.711; 1.553; 2.363; 1.794; 0.333; 0.569; 1.823; 1.814; 2.411; 4.945